[1]
C16H10N5O8 | ωB97M-V/def2-TZVPD

Last column: natural (NBO) charge in e.
Element x y z (Å)
C 0.26 3.44 -0.36  -0.73
C 0.01 2.31 -1.37  0.56
C 0.64 1.04 -1.03  -0.62
C 2.07 1.07 -0.94  0.48
C 2.83 -0.23 -0.98  -0.11
C 4.21 -0.17 -0.70  -0.17
C 5.01 -1.32 -0.77  -0.23
C 4.43 -2.56 -1.06  -0.23
C 3.05 -2.65 -1.30  -0.25
C 2.27 -1.49 -1.28  -0.13
O 2.73 2.13 -0.86  -0.70
O -0.67 2.46 -2.39  -0.63
H 0.94 3.15 0.44  0.23
H 0.73 4.26 -0.90  0.24
H -0.69 3.80 0.04  0.22
H 0.17 0.12 -1.40  0.19
H 4.65 0.79 -0.42  0.24
H 6.09 -1.22 -0.58  0.20
H 5.04 -3.46 -1.10  0.20
H 2.57 -3.62 -1.49  0.20
H 1.20 -1.56 -1.48  0.20
O -5.89 -2.12 1.57  -0.37
N -4.68 -2.02 1.63  0.42
C -3.70 -1.18 1.13  -0.03
C -2.46 -1.55 1.68  0.10
N -2.62 -2.65 2.48  -0.07
O -3.96 -2.94 2.41  -0.16
C -1.29 -0.69 1.50  0.03
N -0.03 -0.99 2.17  0.49
O -0.01 -1.69 3.21  -0.38
O 1.02 -0.53 1.66  -0.35
C -1.41 0.49 0.72  -0.14
C -2.67 0.82 0.20  0.01
N -3.20 2.02 -0.32  0.42
O -2.70 3.09 -0.64  -0.31
O -4.58 1.85 -0.45  -0.14
N -4.99 0.62 -0.02  -0.09
C -3.82 -0.01 0.34  0.11
H -0.56 1.19 0.65  0.32

Calculated values
relative energy (zero: lowest compared OMol25 entry of this formula, charge and spin) = 0.000 eV
molar mass = 400.283 g mol⁻¹
electronic energy = -1491.0307 Eh
total charge = -1
HOMO = -4.024 eV

=====

[2]
C16H10N6O6 | ωB97M-V/def2-TZVPD

Last column: natural (NBO) charge in e.
Element x y z (Å)
O -0.54 5.51 -2.31  -0.37
N 0.12 4.51 -2.09  0.43
C -0.15 3.21 -1.72  -0.11
C 1.10 2.54 -1.61  0.19
N 2.13 3.42 -1.86  -0.14
O 1.52 4.61 -2.15  -0.16
C 1.16 1.15 -1.37  -0.20
N 2.32 0.33 -1.61  0.50
O 3.48 0.77 -1.46  -0.41
O 2.11 -0.85 -2.02  -0.53
C -0.11 0.33 -1.37  -0.10
C -1.35 1.16 -1.31  -0.01
N -2.62 0.68 -1.62  0.40
O -3.12 -0.43 -1.60  -0.41
O -3.41 1.80 -2.00  -0.15
N -2.66 2.95 -2.01  -0.08
C -1.40 2.52 -1.64  0.17
H -0.13 -0.12 -2.37  0.25
C 0.05 -4.24 2.01  -0.66
C -0.02 -2.98 1.21  0.16
C -0.16 -3.10 -0.16  -0.28
C -0.20 -1.99 -0.97  0.21
N -0.11 -0.75 -0.45  -0.31
C 0.01 -0.54 0.92  0.28
C 0.07 -1.69 1.78  -0.14
C 0.23 -1.49 3.17  -0.15
C 0.36 -0.21 3.69  -0.20
C 0.30 0.91 2.85  -0.17
C 0.10 0.75 1.48  -0.17
H 0.19 -4.06 3.07  0.22
H -0.87 -4.82 1.89  0.25
H 0.87 -4.87 1.66  0.25
H -0.21 -4.07 -0.65  0.24
H -0.28 -2.04 -2.06  0.25
H 0.27 -2.35 3.83  0.22
H 0.50 -0.10 4.77  0.23
H 0.39 1.90 3.29  0.24
H 0.04 1.63 0.84  0.24

Calculated values
relative energy (zero: lowest compared OMol25 entry of this formula, charge and spin) = 0.601 eV
molar mass = 382.292 g mol⁻¹
electronic energy = -1395.2617 Eh
HOMO = -7.718 eV

=====

[3]
C16H112BFIN3NbO41 | ωB97M-V/def2-TZVPD

Last column: Löwdin charge in e.
Element x y z (Å)
N -3.65 -1.75 -0.60  0.16
C -2.56 -1.73 -1.01  -0.46
O -1.36 -1.96 -1.33  -0.18
Nb 0.12 -1.45 0.12  1.97
C 1.69 -0.87 1.65  -0.30
C 2.39 0.45 1.31  -0.29
C 3.66 0.22 0.48  -0.27
N 4.13 1.46 -0.19  0.00
C 0.91 0.09 -1.40  -0.31
C 0.23 0.05 -2.79  -0.26
C 1.06 0.99 -3.65  -0.22
F 0.69 0.98 -5.02  -0.09
C -0.60 -2.98 1.62  -0.31
C -1.51 -4.13 1.10  -0.36
C -2.90 -4.08 1.77  -0.57
I -3.33 -5.91 2.87  0.85
C -1.20 0.09 1.12  -0.31
C -1.62 1.31 0.25  -0.26
C -3.09 1.75 0.54  -0.19
C -3.92 1.98 -0.76  -0.18
C -5.29 1.26 -0.72  -0.28
N -6.39 2.13 -1.20  -0.02
C 1.67 -2.89 -0.78  -0.18
B 1.05 -4.13 -1.48  -0.79
O 0.25 -4.11 -2.65  0.07
O 1.29 -5.38 -0.92  0.12
H 1.22 -0.77 2.63  0.05
H 2.41 -1.68 1.72  0.02
H 1.73 1.19 0.87  0.07
H 2.75 0.89 2.24  0.08
H 3.56 -0.62 -0.21  0.09
H 4.46 -0.08 1.18  0.11
H 5.14 1.49 -0.18  0.07
H 3.91 1.39 -1.18  0.07
H 1.96 -0.18 -1.60  0.02
H 0.86 1.12 -1.04  0.03
H 0.27 -0.93 -3.25  0.11
H -0.80 0.42 -2.74  0.08
H 1.00 2.00 -3.26  0.10
H 2.10 0.67 -3.54  0.09
H -1.04 -2.44 2.46  0.04
H 0.32 -3.43 2.03  0.03
H -1.04 -5.08 1.40  0.04
H -1.61 -4.17 0.02  0.07
H -3.71 -3.97 1.06  -0.01
H -2.98 -3.30 2.51  0.04
H -0.66 0.47 2.00  0.03
H -2.06 -0.45 1.53  0.03
H -0.94 2.15 0.41  0.10
H -1.61 1.01 -0.80  0.05
H -3.60 0.99 1.13  0.08
H -3.11 2.67 1.12  0.10
H -4.16 3.04 -0.85  0.10
H -3.38 1.64 -1.64  0.08
H -5.26 0.37 -1.35  0.08
H -5.55 0.94 0.29  0.10
H -7.27 1.68 -1.02  0.05
H -6.33 2.18 -2.21  0.04
H 2.34 -3.23 0.02  0.02
H 2.26 -2.35 -1.52  0.04
H -0.64 -4.36 -2.37  0.06
H 0.94 -6.07 -1.49  0.09
O -8.19 0.92 -3.22  -0.06
H -8.18 0.20 -3.87  0.03
H -9.03 1.37 -3.36  0.05
O -6.76 3.84 1.64  -0.08
H -6.82 3.15 0.96  0.00
H -7.67 3.98 1.93  0.01
O -5.70 -3.75 0.18  -0.08
H -6.34 -4.01 -0.49  0.03
H -5.42 -2.86 -0.08  -0.01
O 2.72 -5.35 -4.05  -0.07
H 2.85 -4.96 -4.92  -0.01
H 1.85 -5.01 -3.77  0.01
O -2.82 -5.47 -2.60  -0.04
H -2.87 -6.13 -3.29  0.04
H -3.72 -5.37 -2.27  0.04
O 2.08 3.54 -0.87  -0.06
H 2.75 2.86 -0.69  -0.01
H 2.04 3.60 -1.83  0.02
O -7.97 -1.91 -3.12  -0.07
H -7.26 -2.52 -3.38  0.02
H -8.79 -2.38 -3.33  0.04
O 3.96 -3.79 -5.66  -0.07
H 4.30 -3.76 -4.76  0.04
H 4.15 -2.91 -6.01  0.01
O 1.67 2.64 3.56  -0.06
H 1.97 2.73 4.47  0.03
H 1.76 3.53 3.19  0.01
O 1.06 -4.46 4.21  -0.04
H 1.74 -5.07 3.91  0.05
H 0.23 -4.92 4.01  0.04
O -6.27 -8.60 3.96  -0.07
H -5.42 -8.29 3.61  -0.02
H -6.92 -8.17 3.38  0.01
O 0.48 5.33 3.03  -0.05
H -0.12 4.78 3.56  0.04
H -0.06 5.62 2.29  0.04
O 3.95 -3.64 2.09  -0.05
H 4.43 -4.16 2.74  0.03
H 4.63 -3.34 1.47  0.04
O 2.13 -3.33 6.98  -0.06
H 1.66 -2.51 7.17  0.04
H 1.89 -3.52 6.07  0.01
O 2.87 6.42 -0.56  -0.07
H 2.28 7.03 -1.03  0.02
H 2.32 5.64 -0.43  0.01
O 3.26 8.48 -2.81  -0.05
H 3.72 8.03 -2.09  0.03
H 3.96 8.73 -3.42  0.02
O -7.76 3.22 -5.22  -0.07
H -7.35 2.71 -4.52  0.00
H -7.04 3.49 -5.80  0.03
O 2.29 -3.17 10.12  -0.05
H 2.92 -3.89 10.24  0.05
H 2.24 -3.06 9.16  0.01
O 1.15 -0.44 10.05  -0.05
H 1.69 -1.23 10.18  0.00
H 0.28 -0.77 9.81  0.04
O 4.92 -1.89 -7.87  -0.04
H 5.63 -2.11 -8.48  0.04
H 4.22 -1.55 -8.44  0.05
O -6.99 -6.61 1.83  -0.08
H -6.99 -6.28 0.93  0.03
H -6.08 -6.47 2.13  -0.07
O 4.20 0.18 -4.64  -0.06
H 4.95 -0.10 -5.18  0.00
H 3.59 0.59 -5.25  0.03
O -8.22 6.35 2.33  -0.06
H -8.21 6.62 1.40  0.04
H -7.31 6.46 2.61  0.04
O 3.63 4.03 5.01  -0.06
H 4.48 4.16 5.45  0.03
H 3.56 4.77 4.40  0.04
O -0.80 1.15 4.81  -0.07
H -0.33 0.62 5.46  0.02
H -0.11 1.45 4.20  0.00
O 5.39 4.42 0.54  -0.06
H 4.74 5.04 0.18  0.02
H 4.94 3.57 0.52  0.00
O 6.30 4.67 3.71  -0.06
H 7.00 4.01 3.77  0.04
H 6.12 4.74 2.76  0.01
O 7.08 0.02 -4.89  -0.05
H 7.45 -0.59 -4.24  0.05
H 7.81 0.20 -5.50  0.06
O 1.67 2.33 11.15  -0.07
H 1.65 1.63 10.47  0.00
H 0.84 2.80 11.03  0.03
O 6.77 -3.09 -4.60  -0.04
H 7.37 -3.84 -4.53  0.05
H 6.65 -2.96 -5.55  0.03
O 2.14 5.56 -3.13  -0.07
H 2.25 6.50 -3.33  0.01
H 1.37 5.28 -3.65  0.01
O 0.52 4.03 -4.91  -0.05
H 1.15 3.36 -5.20  0.04
H -0.34 3.64 -5.11  0.02
O -5.14 -2.17 -3.29  -0.06
H -4.87 -2.11 -2.37  -0.01
H -4.95 -1.29 -3.64  0.04
O -1.80 -0.65 6.71  -0.06
H -2.36 0.02 6.29  0.03
H -2.37 -1.42 6.79  0.04
O 7.02 2.55 -3.12  -0.07
H 6.87 1.91 -3.82  -0.01
H 6.26 3.13 -3.14  0.03
O -0.19 -8.20 1.87  -0.08
H 0.01 -7.83 1.01  0.03
H -1.07 -7.86 2.08  -0.05
O -2.01 2.42 -4.47  -0.05
H -1.37 1.75 -4.75  0.02
H -2.86 2.04 -4.68  0.04
O 5.83 10.15 -3.74  -0.05
H 6.10 10.28 -2.82  0.04
H 5.98 11.01 -4.15  0.04

Calculated values
relative energy (zero: lowest compared OMol25 entry of this formula, charge and spin) = 0.000 eV
molar mass = 1252.672 g mol⁻¹
electronic energy = -4405.3296 Eh
total charge = -1
HOMO = -5.294 eV